*1*
Density functional theory data (wB97M-V/def2-TZVPD) for a 2-piece molecular cluster, C3H2Br2O overall.

Geometry as ORCA input:
```
! RIJCOSX wB97M-V def2-TZVPD def2/J DEFGRID3
* xyz 0 1
C -0.41333 1.71994 -1.49276
C -0.16414 1.11896 -0.47856
C 0.20909 0.38990 0.76063
O 0.11471 -0.75168 1.03142
Br 0.89319 1.74768 2.04532
H -0.48922 2.34991 -2.37071
Br -0.22196 -3.99025 0.13785
H 0.07167 -2.58447 0.36680
*
```

Properties
* E_HOMO: -10.5 eV
* HOMO-LUMO gap: 9.73 eV
* SMILES string: C#CC(=O)Br.Br



*2*
Density functional theory data (wB97M-V/def2-TZVPD) for a 2-piece molecular cluster, C3H2Br2O overall.

Geometry as ORCA input:
```
! RIJCOSX wB97M-V def2-TZVPD def2/J DEFGRID3
* xyz 0 1
C -0.94698 0.83729 -1.17886
C 0.23096 0.75933 -0.57095
C 0.23730 0.19517 0.71802
O -1.96980 0.89542 -1.70473
Br 0.32460 -3.59687 0.98396
Br 1.78783 0.09750 1.62016
H 1.12731 0.89082 -1.07216
H -0.79122 -0.07866 1.20456
*
```

Properties
* E_HOMO (spin up / spin down): -9.1 / -7.2 eV
* HOMO-LUMO gap (spin up / spin down): 7.58 / 4.00 eV



Of them, *1* has the highest stability.



*1*
Density functional theory data (wB97M-V/def2-TZVPD) for one molecule with the formula C10H19N3O4.

Geometry as ORCA input:
```
! RIJCOSX wB97M-V def2-TZVPD def2/J DEFGRID3
* xyz 0 1
C -4.02462 -0.57880 0.20331
C -2.92724 0.50158 0.06881
C -3.39766 1.41144 -0.98801
C -1.47698 -0.02833 0.23152
N -0.51827 0.92017 -0.03671
C 0.80215 1.08337 0.44456
O 1.45244 1.86546 -0.24625
C 1.43591 0.22059 1.45188
N 0.57710 -0.28876 2.42029
C 2.15501 -0.92347 0.64804
C 2.86304 -0.73991 -0.75323
C 4.25082 -0.19770 -0.72526
N 4.25016 1.16999 -0.87051
O 5.29641 -0.81105 -0.46132
C -1.20661 -1.21136 -0.66131
O -0.80495 -2.30290 -0.24702
O -1.06885 -0.92449 -1.89091
H -4.96030 -0.11171 0.08737
H -3.99135 -1.08580 1.17172
H -3.98499 -1.50215 -0.45160
H -2.94021 1.06104 0.95022
H -2.57339 1.94793 -1.42358
H -4.06256 2.23030 -0.68104
H -3.77697 0.80543 -1.80747
H -1.48134 -0.60591 1.20891
H -0.62513 1.47868 -0.95434
H 2.33928 0.76076 1.86639
H 0.03821 0.36582 2.98600
H 1.04847 -1.10748 2.87495
H 2.99792 -1.33482 1.27035
H 1.50333 -1.66904 0.26297
H 2.30449 -0.05642 -1.36466
H 2.88652 -1.79923 -1.08851
H 3.30392 1.53186 -0.62065
H 5.06280 1.65674 -0.62589
H -0.74658 -1.73183 -2.24902
*
```

Properties
* E_HOMO: -9.3 eV
* HOMO-LUMO gap: 9.84 eV
* SMILES string: CC(C)[C@H](NC(=O)[C@@H](N)CCC(N)=O)C(=O)O



*2*
Density functional theory data (wB97M-V/def2-TZVPD) for C10H19N3O4 as an isolated structure.

Geometry as ORCA input:
```
! RIJCOSX wB97M-V def2-TZVPD def2/J DEFGRID3
* xyz 0 1
C 1.31030 -1.37952 0.06563
C -0.04795 -1.47125 0.82624
C 2.42746 -0.45597 0.55716
C 3.87457 -0.87766 -0.10493
C 2.14387 1.06013 0.30843
C 2.41058 1.72994 -1.10582
C -2.56963 -0.88275 0.56159
C -3.60772 -1.06359 -0.45733
C -2.42062 0.50207 1.26454
C -2.30447 1.54503 0.21533
H 0.80368 -0.55507 -1.85497
H 0.77446 -2.37919 -1.92946
H 1.58947 -2.42835 0.38081
H 2.58623 -0.65052 1.58732
H 3.80797 -0.50254 -1.23392
H 4.78059 -0.26871 0.32571
H 4.15541 -2.05733 0.08880
H 1.10150 1.52458 0.28084
H 2.64438 1.71357 0.97774
H 3.49590 2.06107 -1.39775
H 2.06365 1.43339 -2.13087
H 1.63909 2.73434 -0.92345
H -1.17716 -1.49747 -0.90841
H -2.79085 -1.74689 1.35270
H -1.36507 0.35265 1.72508
H -3.49210 0.58137 1.83685
H -1.47731 2.76900 1.58833
H -2.16213 3.63496 0.04598
H -5.64941 -0.79915 -0.55985
N 1.26124 -1.45169 -1.54874
N -1.25176 -1.24419 0.05251
N -1.50510 2.60115 0.44543
O 0.09416 -1.53135 2.07785
O -3.32765 -1.68003 -1.50241
O -2.96888 1.33289 -0.88208
O -4.84670 -0.65291 -0.02487
*
```

Properties
* E_HOMO: -9.2 eV
* HOMO-LUMO gap: 9.25 eV



Of them, *1* has the highest stability.



*1*
Density functional theory data (wB97M-V/def2-TZVPD) for a 2-piece molecular cluster, C3H8O2S2 overall.

Geometry as ORCA input:
```
! RIJCOSX wB97M-V def2-TZVPD def2/J DEFGRID3
* xyz 0 1
O 1.39489 0.19237 -2.07474
C 0.62353 -0.62512 -1.68620
C -0.31016 -0.51271 -0.59085
C 0.01454 -1.43392 0.61284
S -1.44811 -1.09452 1.67621
S -0.90727 0.70070 2.50193
H 0.50748 -1.70666 -2.21610
H -0.32581 0.56981 -0.18850
H -1.32504 -0.82117 -0.96474
H -0.16353 -2.46078 0.38163
H 1.05683 -1.25109 0.98782
H -2.00020 0.80423 3.31343
O 0.59003 2.64814 -0.52973
H 0.96314 2.18613 -1.26425
H 1.32968 2.80460 0.04125
*
```

Properties
* E_HOMO: -8.2 eV
* HOMO-LUMO gap: 8.64 eV
* SMILES string: O=CCCSS.O



*2*
Density functional theory data (wB97M-V/def2-TZVPD) for a 2-piece molecular cluster, C3H8O2S2 overall.

Geometry as ORCA input:
```
! RIJCOSX wB97M-V def2-TZVPD def2/J DEFGRID3
* xyz 0 1
C -0.64504 -0.64506 1.17161
C 0.25599 0.43611 0.59220
C -0.33951 1.28464 -0.46557
O 1.49981 0.00218 0.27640
O -1.66530 1.36944 -0.65735
S 0.70370 2.34933 -1.34390
S 0.17873 -1.58741 -2.05385
H -1.65295 -0.43981 1.29750
H -0.49808 -1.45632 0.37381
H -0.11035 -1.09042 2.18736
H 0.52636 1.08224 1.45173
H 1.46460 -0.67307 -0.41381
H -1.98781 2.17876 -1.17987
H 1.83236 2.11572 -0.73169
H -1.10365 -1.54448 -1.79952
*
```

Properties
* E_HOMO (spin up / spin down): -7.3 / -7.3 eV
* HOMO-LUMO gap (spin up / spin down): 5.79 / 5.79 eV



Of them, *1* has the highest stability.



*1*
Density functional theory data (wB97M-V/def2-TZVPD) for one molecule with the formula C5H13NS2.

Geometry as ORCA input:
```
! RIJCOSX wB97M-V def2-TZVPD def2/J DEFGRID3
* xyz 0 1
C -2.37513 -1.92291 1.62821
C -0.96546 -1.88624 1.07803
N -0.68352 -0.59323 0.43047
C 0.72012 -0.42489 0.09953
C 1.08945 1.05781 -0.02284
C 0.47262 1.74007 -1.23934
S 1.45978 1.49987 -2.73597
S 3.15631 2.59970 -2.37422
H -3.06468 -1.84723 0.79390
H -2.56868 -1.11595 2.32293
H -2.62903 -2.89232 2.06097
H -0.72750 -2.69547 0.38406
H -0.28968 -1.95001 1.92835
H -1.27920 -0.54189 -0.38706
H 1.34192 -0.81865 0.89135
H 0.98298 -0.90541 -0.84842
H 2.16484 1.23256 0.03123
H 0.74817 1.53899 0.90272
H 0.29361 2.79704 -1.05768
H -0.49617 1.28360 -1.44834
H 2.64925 3.84456 -2.43787
*
```

Properties
* E_HOMO: -8.8 eV
* HOMO-LUMO gap: 9.36 eV
* SMILES string: CCNCCCSS



*2*
Density functional theory data (wB97M-V/def2-TZVPD) for one molecule with the formula C5H13NS2.

Geometry as ORCA input:
```
! RIJCOSX wB97M-V def2-TZVPD def2/J DEFGRID3
* xyz 0 1
C -2.62004 1.35474 -1.32576
C -1.21997 1.42040 -0.67663
N -1.03178 0.18209 0.11633
C 0.30232 -0.37803 0.07992
C 0.19393 -1.95693 -0.13375
C 1.15587 -0.08250 1.34516
S 2.80684 0.51116 1.01812
S 3.94747 -1.20680 0.98731
H -2.90115 2.29415 -1.80500
H -2.53310 0.68075 -2.20853
H -3.40254 0.88279 -0.74959
H -0.49973 1.54746 -1.47373
H -1.20224 2.27538 -0.00158
H -1.28639 0.32233 1.08853
H 0.86325 -0.14649 -0.82050
H -0.18694 -2.42666 0.76157
H 1.17268 -2.29641 -0.47343
H -0.47358 -2.00557 -0.98894
H 0.64174 0.79825 1.76259
H 1.10606 -0.85199 2.11381
H 5.16729 -0.91810 1.38411
*
```

Properties
* E_HOMO: -8.2 eV
* HOMO-LUMO gap: 8.74 eV
* SMILES string: CCN[C@H](C)CSS



Of them, *1* has the highest stability.



*1*
Density functional theory data (wB97M-V/def2-TZVPD) for one molecule with the formula C19H24N2O3.

Geometry as ORCA input:
```
! RIJCOSX wB97M-V def2-TZVPD def2/J DEFGRID3
* xyz 0 1
C 1.80956 4.13514 -5.32822
O 1.91683 2.73770 -5.46924
C 1.77634 1.90447 -4.39376
C 1.73739 0.55415 -4.72692
C 1.60808 -0.43389 -3.77317
C 1.50727 -0.08250 -2.43311
N 1.35653 -1.09974 -1.48371
C 1.29356 -0.99234 -0.11402
O 1.35240 0.04924 0.50484
N 1.19099 -2.21013 0.50467
C 0.90763 -2.30165 1.91894
C -0.56618 -2.59201 2.21226
C -1.48054 -1.49274 1.67730
C -2.94343 -1.71011 2.08277
C -3.12305 -1.59640 3.56979
C -3.08161 -0.34986 4.18325
C -3.21474 -0.23195 5.55438
C -3.39205 -1.36216 6.33482
C -3.43693 -2.60812 5.73460
C -3.30231 -2.72264 4.36167
C 1.54631 1.26066 -2.08113
C 1.68567 2.25949 -3.03527
O 1.74160 3.58795 -2.69723
C 1.63910 3.94215 -1.33917
H 1.87270 4.52738 -6.34362
H 0.85362 4.42490 -4.88613
H 2.62301 4.54746 -4.72778
H 1.81437 0.30133 -5.77227
H 1.58333 -1.47163 -4.07228
H 1.35080 -2.02987 -1.87654
H 0.98175 -3.02802 -0.04582
H 1.18983 -1.33854 2.34885
H 1.53735 -3.08506 2.35280
H -0.69047 -2.67313 3.29347
H -0.84561 -3.55249 1.76913
H -1.13641 -0.52932 2.05654
H -1.41572 -1.45867 0.58720
H -3.27052 -2.69536 1.74303
H -3.55906 -0.95741 1.58472
H -2.94653 0.53518 3.57784
H -3.18165 0.74406 6.01650
H -3.49699 -1.27134 7.40595
H -3.57713 -3.49423 6.33684
H -3.34015 -3.69928 3.89914
H 1.47416 1.50662 -1.03724
H 1.70554 5.02942 -1.32005
H 2.45552 3.51740 -0.74774
H 0.68212 3.62895 -0.91113
*
```

Properties
* E_HOMO: -7.5 eV
* HOMO-LUMO gap: 8.10 eV
* SMILES string: COc1ccc(NC(=O)NCCCCc2ccccc2)cc1OC



*2*
Density functional theory data (wB97M-V/def2-TZVPD) for one molecule with the formula C19H24N2O3.

Geometry as ORCA input:
```
! RIJCOSX wB97M-V def2-TZVPD def2/J DEFGRID3
* xyz 0 1
C -4.33995 -1.23449 1.09244
C -3.10689 -0.58943 0.46356
C -3.50373 0.38092 -0.67600
C -3.13167 1.84350 -0.38630
C -1.64350 2.03524 -0.29995
C -1.00813 2.19978 0.92461
C 0.37044 2.31096 0.99837
C 1.13507 2.26056 -0.15364
C 0.51224 2.10954 -1.38102
C -0.86471 2.00226 -1.45176
N -2.19379 -1.65009 0.06135
C -0.89909 -1.20584 -0.41513
C 0.14821 -2.31374 -0.18696
O 0.05974 -2.77008 1.14128
C 1.50253 -1.71721 -0.46836
C 2.06611 -1.77765 -1.73988
C 3.24172 -1.11815 -2.01481
C 3.89713 -0.37999 -1.02543
O 5.01661 0.26989 -1.35859
C 3.35934 -0.35185 0.27773
C 4.08532 0.39381 1.32648
N 3.69541 0.20891 2.60460
O 5.01411 1.15931 1.06889
C 2.15486 -1.01001 0.52155
H -4.99844 -0.47087 1.49772
H -4.88925 -1.80997 0.34976
H -4.04379 -1.90408 1.89590
H -2.57753 -0.02406 1.23929
H -4.58093 0.32365 -0.84546
H -3.01278 0.07144 -1.60103
H -3.60336 2.15359 0.54837
H -3.53128 2.46670 -1.19029
H -1.59740 2.24516 1.83061
H 0.84901 2.43694 1.95887
H 2.20931 2.34677 -0.09726
H 1.10376 2.07475 -2.28379
H -1.34548 1.89120 -2.41385
H -2.63834 -2.25813 -0.62043
H -0.59844 -0.34479 0.18519
H -0.87797 -0.90373 -1.47207
H -0.04591 -3.15175 -0.87798
H -0.88080 -2.71402 1.37157
H 1.57010 -2.33762 -2.51934
H 3.68125 -1.14258 -2.99950
H 5.31622 0.77657 -0.56229
H 3.02252 -0.48846 2.86426
H 4.21627 0.67899 3.32638
H 1.68586 -0.97189 1.49232
*
```

Properties
* E_HOMO: -8.3 eV
* HOMO-LUMO gap: 9.01 eV
* SMILES string: C[C@H](CCc1ccccc1)NC[C@H](O)c1ccc(O)c(C(N)=O)c1



Of them, *2* has the highest stability.



*1*
Density functional theory data (wB97M-V/def2-TZVPD) for a 2-piece molecular cluster, C2H3BrFNO2 overall.

Geometry as ORCA input:
```
! RIJCOSX wB97M-V def2-TZVPD def2/J DEFGRID3
* xyz 0 1
C 0.90552 0.33576 -0.72848
C -0.38582 0.27891 -0.05111
N -0.53496 -0.19363 1.30125
O 0.03189 -1.20354 1.69303
O -1.26437 0.50315 2.00666
F -1.24543 1.11601 -0.35375
Br -1.55400 -2.09903 -1.16749
H 0.83041 0.42525 -1.71110
H 1.59411 1.23359 -0.54352
H 1.62264 -0.39647 -0.44549
*
```

Properties
* E_HOMO (spin up / spin down): -10.4 / -10.0 eV
* HOMO-LUMO gap (spin up / spin down): 7.94 / 6.82 eV



*2*
Density functional theory data (wB97M-V/def2-TZVPD) for a 2-piece molecular cluster, C2H3BrFNO2 overall.

Geometry as ORCA input:
```
! RIJCOSX wB97M-V def2-TZVPD def2/J DEFGRID3
* xyz 0 1
C 0.56897 -0.20961 0.61383
C -1.25323 -0.47428 -0.36635
N 1.28311 0.76046 -0.18541
O 1.79220 0.32305 -1.21121
O 1.39866 1.88910 0.26787
F -1.66720 -1.63671 0.10475
Br -2.41994 0.85199 0.08125
H 0.37468 0.12181 1.71203
H 0.93986 -1.28530 0.43828
H -1.01710 -0.34050 -1.45505
*
```

Properties
* E_HOMO: -10.3 eV
* HOMO-LUMO gap: 9.72 eV



Of them, *2* has the highest stability.